Entry 1:
70
Properties=species:S:1:pos:R:3:forces:R:3:mulliken_charge:R:1 method="wB97M-V/def2-TZVPD" lumo_energy_ev="-7.4 / -7.4" multiplicity=1 total_charge=+2 e_homo_ev="-11.22 / -11.22" total_energy_ev=-76503.747 mol_weight_g_mol=736.8 largest_force_ev_per_a=4.09
C 1.92714 -0.21340 0.01854 0.9899 -0.5129 -0.8200 -0.80
C 1.66435 -1.54412 -0.44141 0.6181 0.4134 -0.6528 -0.51
C 1.35360 -1.47759 -1.84259 1.5752 0.5684 0.2934 -0.25
H 1.81141 -2.44326 0.15913 -0.4954 0.2713 -0.2259 0.45
C 1.48002 -0.08400 -2.25444 1.7594 -0.5135 0.7617 -0.22
C 1.87344 0.67581 -1.10039 0.7670 -0.7195 -0.5389 -0.47
H 2.21608 1.71088 -1.09080 -0.5055 -0.2343 -0.0389 0.54
H 2.31656 0.03562 1.00610 -0.2710 -0.0482 -0.2875 0.92
H 1.26905 -2.35031 -2.49934 -0.3624 0.5153 0.3394 0.57
H 1.41664 0.31567 -3.26371 -0.1194 -0.1355 0.3442 0.55
Hf -0.31356 -0.19104 -0.79309 -3.3099 -1.5034 -0.2982 1.28
Si -2.50373 -4.24685 -4.68468 -3.2967 -2.3708 -0.4657 0.46
C -3.31444 -5.96935 -4.44719 0.5444 -0.3871 0.3207 0.32
C -4.69933 -6.17031 -4.66201 0.0958 -0.1922 0.4330 -0.01
H -5.29985 -5.38331 -5.11802 0.1087 -0.0887 0.1708 0.44
C -5.33195 -7.36151 -4.27703 0.3282 0.4228 -0.1586 -0.62
H -6.41220 -7.47851 -4.43239 0.5358 0.0324 0.0667 0.39
C -4.57551 -8.38753 -3.69833 0.3874 0.0809 0.0535 -0.52
H -5.06333 -9.30369 -3.35418 0.2021 0.3033 -0.1879 0.40
C -3.18834 -8.23642 -3.56216 -0.1981 -0.2920 -0.0019 -0.60
H -2.58877 -9.05332 -3.14309 -0.2797 0.3397 -0.1918 0.43
C -2.56295 -7.04740 -3.94549 -0.4763 0.3347 0.0484 -0.58
H -1.48673 -6.92707 -3.83698 -0.1180 -0.1527 0.1350 0.31
C -3.41697 -3.73553 -6.22229 -0.0768 0.9216 -0.5148 0.71
C -3.55447 -4.75038 -7.19268 0.1728 0.0599 -0.0014 -0.59
H -3.22988 -5.76557 -6.96031 -0.0412 0.2869 -0.1306 0.41
C -4.11144 -4.49643 -8.44340 -0.1951 0.5521 -0.1094 -0.71
H -4.22194 -5.30881 -9.16999 0.1062 0.3687 0.2981 0.39
C -4.54636 -3.19690 -8.75581 0.1464 0.0305 0.5928 -0.48
H -4.95655 -2.97511 -9.74878 0.1487 -0.0843 0.5177 0.38
C -4.46794 -2.18642 -7.77191 -0.1320 -0.3188 -0.3943 -0.61
H -4.84785 -1.18729 -8.00423 0.1439 -0.3542 0.1061 0.39
C -3.92354 -2.45504 -6.51236 0.1333 -0.3929 -0.4187 -0.11
H -3.89541 -1.67312 -5.75350 0.0530 -0.0847 -0.1894 0.24
H -1.04114 -4.33629 -4.89703 0.0560 0.3407 0.6345 -0.16
Si -3.99987 -3.48636 -2.11937 3.0786 -0.2771 -1.0999 0.25
C -2.98910 -1.98396 -2.72750 0.1464 0.3720 0.7621 1.25
C -1.62084 -2.03121 -3.12968 0.4656 0.5182 0.3893 -0.97
H -0.97575 -2.88805 -2.94131 -0.5584 0.0108 -0.2486 0.90
C -0.99380 -0.96735 -3.79428 0.1687 -0.3822 0.5221 -1.22
H 0.06074 -1.07183 -4.08891 -0.7727 0.0085 -0.1138 1.00
C -1.70495 0.19641 -4.05375 0.4215 0.8264 0.0261 -1.00
H -1.18406 1.03163 -4.53513 -0.4625 -0.2882 -0.0349 0.46
C -3.02243 0.30682 -3.59840 -0.0602 0.0666 0.2510 -0.75
H -3.54700 1.24922 -3.75400 0.0026 -0.2383 0.0590 0.51
C -3.62961 -0.73661 -2.89862 0.1317 0.2588 -0.2768 -1.00
H -4.61743 -0.58627 -2.45639 0.1757 -0.0521 -0.3474 0.46
C -2.84126 -4.64993 -1.17690 0.2745 -0.7036 0.2799 0.78
C -1.44927 -4.47202 -1.01882 -0.1061 0.0215 -0.2146 0.93
H -0.95218 -3.56177 -1.34816 -0.2979 -0.2916 0.2298 -0.47
C -0.62284 -5.41943 -0.43111 -0.0711 -0.0277 0.1703 -0.68
H 0.44303 -5.19564 -0.33670 -0.2844 -0.1949 0.0319 0.37
C -1.15940 -6.60882 0.05557 -0.2012 0.0128 -0.0375 -0.67
H -0.52140 -7.33164 0.57715 -0.3440 0.2208 -0.3432 0.41
C -2.52809 -6.84126 -0.11932 0.1090 0.1305 0.1534 -0.69
H -2.94257 -7.78246 0.23333 -0.0467 0.1870 -0.0810 0.44
C -3.35992 -5.88493 -0.71615 0.4831 0.2962 -0.2300 -0.68
H -4.41838 -6.10591 -0.86502 0.2301 -0.0383 0.1313 0.39
H -5.04695 -3.07837 -1.19730 -0.6921 0.2032 -0.1966 -0.20
Cl -1.74000 -1.64082 0.37371 0.0847 0.1683 0.3722 -0.46
N -0.31014 0.91154 1.24553 -0.1284 0.3455 1.5346 -0.72
N -0.21568 2.34413 1.16003 -0.6146 -0.2178 0.5693 -0.25
C -0.83725 2.89307 0.08746 -0.7189 1.3762 -1.1643 0.52
N -1.12884 4.20938 0.06957 0.6759 -1.3274 0.2116 -0.38
S -1.28379 2.00221 -1.35811 -0.1330 1.3923 0.7623 -0.43
H 0.46774 0.56306 1.83175 -0.2397 0.4824 -0.5180 0.38
H -1.13247 0.66073 1.82463 0.0384 0.1213 -0.6682 0.36
H -0.35233 2.80919 2.07098 0.2913 -0.1311 -0.6278 0.32
H -1.50882 4.60614 -0.78812 0.1337 -0.1476 0.3485 0.24
H -0.79232 4.85577 0.77794 -0.1749 -0.1584 -0.0916 0.24


Entry 2:
86
Properties=species:S:1:pos:R:3:forces:R:3:mulliken_charge:R:1 method="wB97M-V/def2-TZVPD" lumo_energy_ev=0.3 multiplicity=1 e_homo_ev=-9.05 smiles="CC(C)=O.CC(C)=O.CC(C)=O.CC(C)=O.CC(C)=O.CC(C)=O.CC(C)=O.CC(C)=O.CC#N" total_energy_ev=-45657.720 mol_weight_g_mol=505.7 largest_force_ev_per_a=1.53
C -0.18162 -1.57282 2.77308 -0.5965 -0.1500 0.1206 -0.09
C 1.16224 -1.11196 3.28447 -0.3686 0.2989 0.8805 0.69
C 1.67581 -1.70467 4.58026 0.4976 -0.4994 0.2214 -1.52
O 1.73702 -0.18706 2.76905 0.2931 0.1599 -0.4721 -0.49
H -0.14174 -2.35457 2.01155 0.3854 0.0011 -0.0191 0.18
H -0.73484 -0.73887 2.34031 0.4386 -0.0241 0.0470 -0.40
H -0.82256 -1.96679 3.56591 0.2595 -0.0657 0.1221 0.47
H 1.00413 -1.51018 5.41865 -0.2900 -0.0282 -0.2188 0.43
H 2.64535 -1.30768 4.88041 -0.0286 0.2668 -0.3682 0.35
H 1.81131 -2.78861 4.51888 -0.2955 -0.0222 -0.1073 0.33
C 0.93702 4.44073 -1.88064 -0.3590 -0.0355 -1.2178 -0.87
C 1.53030 3.44837 -2.85509 -0.2933 -0.5564 0.6089 0.83
C 1.18097 3.61142 -4.30994 0.1529 0.2144 -0.2873 -1.36
O 2.17098 2.51414 -2.42881 0.2527 0.0044 -0.3347 -0.50
H 1.48236 4.42032 -0.94529 -0.0597 0.1031 0.0870 0.29
H -0.10401 4.10960 -1.79020 0.0230 0.0392 0.4020 0.17
H 0.88097 5.41535 -2.37049 0.1500 0.1791 0.4177 0.42
H 1.64867 2.84830 -4.92714 0.1382 -0.0163 0.1366 0.29
H 1.50343 4.60358 -4.63666 0.0367 -0.0457 -0.0868 0.39
H 0.10623 3.56742 -4.49535 -0.0677 -0.0023 0.3241 0.32
C 1.12955 -4.41826 -0.23648 0.2950 -0.3330 -0.7008 -0.33
C 1.19920 -5.46639 -1.35519 -1.0739 0.5096 0.8268 0.57
C 0.21763 -5.27734 -2.49057 0.3473 -0.5169 -0.2005 -1.04
O 1.90000 -6.44046 -1.30693 0.3944 -0.0305 0.0589 -0.57
H 2.04048 -4.45364 0.35054 -0.0091 0.0751 0.0860 0.18
H 0.26873 -4.59287 0.41032 -0.0846 -0.1614 -0.0938 0.42
H 0.98743 -3.45628 -0.72787 0.1502 0.1834 0.2714 -0.14
H -0.58389 -6.00439 -2.34250 0.0494 -0.0795 -0.0838 0.30
H 0.78947 -5.56619 -3.37472 -0.4043 0.1336 -0.2248 0.32
H -0.24856 -4.30194 -2.58930 0.2472 0.1602 0.0581 0.30
C 0.80333 -0.16171 -0.76562 0.4190 0.8927 0.6408 0.53
C -0.32338 0.84925 -0.86407 0.1357 -1.0586 0.1699 0.39
C -0.88280 1.34723 0.44713 -0.7010 0.6866 -0.2495 0.26
O -0.72397 1.20728 -1.94322 -0.2604 0.4220 0.0453 -0.63
H 1.43280 0.06686 -1.62015 0.2115 -0.4129 0.0373 -0.61
H 0.55271 -1.21876 -0.68768 -0.5100 0.0838 -0.3711 0.14
H 1.33042 0.05294 0.17090 0.2512 -0.0213 -0.1750 0.20
H -1.70530 2.03641 0.23948 -0.0367 -0.1047 0.0007 0.18
H -0.15440 1.89139 1.05042 0.2791 -0.2657 -0.0779 0.40
H -1.26521 0.51569 1.04045 0.0873 0.0397 -0.1164 -0.78
C 3.66683 -0.58703 -3.07229 -0.2004 -0.4284 0.0345 0.04
C 4.10715 -1.59624 -4.10456 0.2664 0.6260 0.1631 0.47
C 3.78967 -1.28696 -5.54675 0.5999 -0.3270 -0.7571 -1.08
O 4.72387 -2.59140 -3.81066 -0.1315 -0.2031 -0.0039 -0.58
H 4.31267 0.29003 -3.01697 0.0764 -0.0199 -0.2993 0.32
H 3.70930 -1.05721 -2.09286 -0.1091 0.0737 -0.0354 -0.35
H 2.66530 -0.24599 -3.33558 -0.0100 0.1295 0.1576 0.20
H 3.51970 -0.25862 -5.77493 -0.2256 0.0225 0.2934 0.29
H 3.04378 -1.97791 -5.94428 -0.2052 0.1086 0.2072 0.27
H 4.69089 -1.51710 -6.12410 -0.0212 0.0246 0.0690 0.36
C -5.86633 -1.19996 1.78773 0.3109 -0.0814 1.2695 -1.23
C -4.52065 -1.47529 1.18539 -0.2994 -1.3945 0.0738 0.76
C -3.35836 -1.47583 2.15460 -0.2122 0.8338 -0.6456 -0.71
O -4.38005 -1.80917 0.03489 0.1144 0.3370 -0.3629 -0.59
H -6.19382 -2.06722 2.37660 0.1867 -0.3122 -0.4046 0.38
H -6.65833 -0.97213 1.08492 0.1361 0.3774 -0.0702 0.32
H -5.68260 -0.50110 2.61238 -0.5508 0.5957 -0.4680 0.25
H -3.18219 -0.40773 2.33931 0.1438 -0.1396 0.3896 0.22
H -2.48113 -1.89263 1.66821 -0.1533 -0.1680 0.0653 0.19
H -3.61255 -1.97492 3.08551 0.0564 0.0071 0.0965 0.44
C -5.24151 2.64597 0.57355 0.3596 0.9423 -0.1208 -0.98
C -5.48171 2.74933 2.05353 -0.4545 -0.7492 -0.1277 0.91
C -6.67462 3.57160 2.46772 -0.3358 -0.0210 0.2122 -1.19
O -4.87074 2.08572 2.86329 0.2782 0.2069 0.0087 -0.57
H -4.90864 3.64919 0.27574 0.0819 -0.1286 -0.1825 0.36
H -6.14950 2.47625 -0.00508 -0.1052 -0.1706 0.2002 0.37
H -4.45931 1.94478 0.29832 -0.0595 -0.1579 0.1619 0.13
H -7.51558 2.89881 2.26169 -0.1226 0.1804 0.0060 0.29
H -6.84924 4.49404 1.91664 0.2007 -0.0957 -0.2268 0.35
H -6.69298 3.79086 3.53301 0.2195 -0.1183 0.0198 0.33
C 5.65118 -1.28668 2.07141 -0.2828 0.4103 0.3891 -1.19
C 4.98256 -1.39993 0.72330 0.5685 -1.3104 0.5580 0.72
C 3.70373 -2.20642 0.65919 -0.4300 1.0051 -0.1761 0.00
O 5.47645 -0.94596 -0.27434 0.0213 0.3925 -0.1715 -0.54
H 6.73665 -1.31024 2.02163 -0.0107 0.1429 -0.2286 0.38
H 5.31037 -2.03204 2.78966 -0.0763 -0.1277 -0.1542 0.31
H 5.32290 -0.31875 2.47006 0.2081 -0.0137 0.0755 0.27
H 3.09229 -2.11058 1.55513 0.1001 0.1437 0.0960 -0.05
H 3.86680 -3.26976 0.50804 0.3395 0.0303 -0.2982 0.46
H 3.18256 -1.73039 -0.17508 -0.3317 -0.6481 -0.0034 -0.41
C -0.79230 5.08781 1.51721 -0.2867 1.0795 -0.7904 -0.68
C -1.89795 5.05637 0.56254 0.2188 -0.8092 0.2007 0.47
N -2.74741 4.96821 -0.19958 -0.3366 0.1636 -0.2436 -0.52
H -0.74100 4.20694 2.14555 -0.1028 0.0396 0.0859 0.24
H -0.96310 6.02426 2.05197 0.3546 -0.2842 0.5389 0.36
H 0.11070 5.22022 0.92043 0.1559 -0.1882 0.2408 0.20


Entry 3:
25
Properties=species:S:1:pos:R:3:forces:R:3:mulliken_charge:R:1 method="wB97M-V/def2-TZVPD" lumo_energy_ev="-0.8 / -0.8" multiplicity=1 e_homo_ev="-8.09 / -7.67" total_energy_ev=-28985.435 mol_weight_g_mol=217.2 largest_force_ev_per_a=3.63
C -2.73123 -1.57131 -0.91600 0.1714 -1.8158 -0.8727 -0.42
C -1.45256 -2.20657 -0.94470 -0.0857 -1.1091 -0.0890 -0.47
C -2.66130 -0.56871 -0.02350 0.8627 0.5219 -0.0407 0.08
C -0.67069 -1.57007 -0.03495 0.8699 0.8916 0.1872 0.81
C 0.60059 -1.81242 0.52977 0.5154 1.4812 1.8070 -1.39
C 2.92452 1.52893 0.51471 0.7312 0.8058 -1.4778 0.75
C 2.77700 2.77444 -0.44525 -0.3117 -0.6711 0.2031 -1.09
C -3.66737 0.35943 0.52228 -3.2263 -0.9421 1.3759 -0.32
N 2.98094 0.39155 -0.29562 -0.2917 -0.4532 -0.9954 -0.24
O 3.03421 1.54106 1.71376 -0.2894 -0.0612 -0.6416 -0.53
O 3.81198 -1.57232 1.38961 -0.9895 0.8636 -1.3597 -0.44
O -1.35285 -0.46639 0.44875 -0.9923 -0.3929 0.0927 -0.30
O -3.71037 1.65895 -0.05828 0.7263 -0.4874 0.4203 -0.46
S 3.12358 -1.27650 0.09592 0.6724 -0.4354 0.3743 0.37
H -3.54879 -2.04485 -1.46203 -0.1010 0.8498 0.3652 0.40
H -1.14329 -3.15285 -1.40804 -0.4237 0.6621 0.0127 0.39
H 1.03750 -2.80111 0.62798 -0.3505 0.1767 -0.1652 0.45
H 0.88909 -1.03249 1.31314 -0.5233 -1.5000 -0.8908 0.44
H 3.57148 2.87013 -1.27101 -1.6554 -0.8571 0.8092 0.32
H 1.66509 2.75068 -0.70734 1.6660 0.2717 -0.4194 0.26
H 2.96079 3.66355 0.11040 -0.1712 0.6402 0.8014 0.34
H -4.75340 -0.05295 0.32666 2.1963 0.3569 0.1975 0.22
H -3.61703 0.31768 1.67968 0.3018 0.6520 -1.6834 0.22
H 2.74450 0.48722 -1.33431 0.5751 -0.0249 2.1437 0.28
H -2.81236 1.78492 -0.37164 0.1230 0.5766 -0.1544 0.35